Record 1
This record from the Open Molecules 2025 dataset describes C25H61AsF9O23S7 as an isolated structure in a non-equilibrium geometry. The level of theory is wB97M-V/def2-TZVPD.

```
126
Properties=species:S:1:pos:R:3:forces:R:3
As -22.6954 -35.6747 -23.7106 0.79 0.30 -0.67
F -23.3231 -36.0133 -25.3507 0.48 0.32 0.70
F -22.4482 -33.9981 -24.1963 -0.01 -0.59 0.43
F -22.1726 -35.3567 -22.0602 -0.27 -0.08 -1.05
F -22.9412 -37.3505 -23.3506 0.22 0.01 0.51
F -21.0581 -36.0458 -24.2372 -0.92 0.35 0.35
F -24.3512 -35.3193 -23.2613 0.32 0.08 -0.03
O -19.6666 -34.5375 -16.4275 0.21 -0.47 -0.46
S -18.9100 -35.6850 -16.8577 0.85 -0.54 0.32
O -19.4341 -37.0140 -16.6760 -0.12 0.60 -0.17
O -18.4122 -35.5316 -18.3906 -0.20 0.24 1.25
C -19.4455 -35.2920 -19.3732 0.24 0.20 -1.51
C -18.7698 -35.4552 -20.7560 -0.44 -0.90 1.48
C -17.2551 -35.6528 -16.1137 -1.00 0.15 -0.79
H -19.8136 -34.2710 -19.2894 -0.29 -0.13 0.43
H -20.2128 -36.0557 -19.2716 -0.26 0.26 0.16
H -19.5211 -35.4743 -21.5422 0.03 0.38 -0.06
H -18.3634 -36.4671 -20.6921 0.42 0.12 -0.45
H -17.9870 -34.7135 -20.8818 -0.01 0.00 -0.26
H -17.0011 -34.5974 -16.0732 0.44 -0.12 -0.11
H -16.6823 -36.2620 -16.8082 0.39 0.27 0.12
H -17.2469 -36.1028 -15.1265 -0.37 -0.01 0.01
O -20.1474 -35.5807 -29.1577 -0.42 0.52 -0.41
S -20.7236 -34.2799 -28.9814 -0.46 -0.33 1.38
O -20.0874 -33.0999 -29.4835 -0.56 -0.41 -0.42
O -22.2640 -34.2578 -29.5455 1.20 0.61 -0.45
C -23.1889 -35.1792 -29.0068 -1.90 -0.32 1.53
C -24.0914 -34.5711 -27.9012 2.31 -0.43 0.28
C -20.9460 -34.0448 -27.2181 0.42 -0.30 0.46
H -22.6925 -36.0620 -28.6129 0.19 0.05 -0.17
H -23.9928 -35.5127 -29.6708 1.07 -0.01 -1.18
H -23.4188 -34.0539 -27.2173 -0.43 0.33 -0.01
H -24.3640 -35.4538 -27.3198 -1.03 0.33 -0.08
H -24.8501 -33.8963 -28.2825 -0.27 -0.26 0.08
H -21.5462 -34.8235 -26.7516 -0.43 0.05 -0.37
H -21.2766 -33.0364 -26.9720 -0.28 -0.05 -0.24
H -20.0001 -34.2034 -26.6953 0.37 0.14 -0.59
O -26.6571 -38.8387 -28.0177 0.21 0.41 0.56
S -26.9270 -38.8013 -26.6100 -1.06 -0.03 1.21
O -27.2736 -40.0328 -25.9292 0.52 0.96 -0.41
O -25.6981 -38.0683 -25.8683 -1.30 -0.43 -1.06
C -25.4211 -38.3995 -24.5056 1.81 -0.02 0.80
C -26.3670 -37.9454 -23.4134 0.00 -0.68 1.00
C -28.2373 -37.5942 -26.2461 0.04 0.12 -1.15
H -24.4510 -37.9156 -24.3392 -0.73 0.26 -0.16
H -25.0639 -39.4316 -24.4353 -1.03 -0.30 -0.09
H -26.2331 -36.9081 -23.1100 -0.20 0.16 -0.54
H -26.0911 -38.5019 -22.5085 0.42 -0.03 -0.12
H -27.4154 -38.2358 -23.4570 -0.09 0.21 -0.67
H -28.5434 -37.6149 -25.2091 0.29 -0.12 0.13
H -29.1096 -37.7630 -26.8802 0.12 -0.59 0.03
H -27.9072 -36.6042 -26.5613 0.39 -0.05 0.32
O -21.0747 -30.8731 -19.3120 -0.36 0.24 0.63
S -22.3553 -30.7519 -18.6610 -1.00 -1.91 -1.52
O -22.7507 -29.5880 -17.9388 0.23 -0.03 0.17
O -23.4991 -30.9310 -19.8042 0.54 1.09 0.61
C -23.2658 -31.7916 -20.9406 -0.08 -1.27 1.11
C -24.6128 -32.0783 -21.5479 -0.02 -0.29 -1.92
C -22.7258 -32.2563 -17.6762 0.43 1.31 -0.26
H -22.8649 -32.7182 -20.5125 0.06 -0.14 -0.32
H -22.5141 -31.4133 -21.6282 -0.29 0.45 -0.04
H -25.3150 -32.6795 -20.9724 0.12 0.43 0.59
H -24.4725 -32.6820 -22.4554 0.45 -0.20 0.19
H -25.0799 -31.2078 -22.0123 -0.11 0.30 0.69
H -23.8036 -32.3764 -17.7019 -0.01 0.13 0.12
H -22.3612 -32.0050 -16.6827 -0.01 -0.28 0.09
H -22.2540 -33.1423 -18.0885 0.18 0.15 -0.07
O -23.3758 -30.4055 -23.9495 0.77 -0.46 -0.23
S -23.7815 -30.5878 -25.3073 -0.97 0.85 -0.91
O -24.7083 -29.5966 -25.8289 0.60 -0.85 -0.01
O -22.4787 -30.6126 -26.2911 -0.92 -0.54 1.63
C -22.5569 -30.0611 -27.6198 -0.13 -0.48 -0.37
C -23.4643 -30.8535 -28.5469 0.17 0.14 -0.26
C -24.5097 -32.2402 -25.5407 0.13 1.99 -0.09
H -21.5433 -30.2223 -27.9855 0.08 0.44 0.12
H -22.8003 -29.0035 -27.5490 -0.03 -0.04 -0.07
H -23.4086 -30.3863 -29.5335 -0.06 0.02 0.02
H -24.5140 -30.8936 -28.2590 0.06 0.15 0.12
H -23.0693 -31.8622 -28.6744 -0.10 -0.06 0.09
H -23.7192 -32.9627 -25.3843 -0.31 -0.25 -0.16
H -24.9455 -32.1051 -26.5276 0.33 -0.70 -0.21
H -25.3549 -32.3000 -24.8579 0.29 -0.11 0.36
O -21.4103 -40.3332 -28.1859 -0.07 -0.29 0.26
S -21.6191 -38.9676 -27.8125 -0.23 1.07 -0.21
O -20.5230 -38.2098 -27.2594 -1.27 -0.43 -0.73
O -22.2037 -38.2187 -29.1355 0.55 0.04 0.60
C -22.8191 -39.0527 -30.1408 0.79 0.29 -0.67
C -23.2613 -38.1808 -31.3176 -1.20 0.29 0.09
C -23.0528 -38.7921 -26.7554 0.83 -0.94 0.18
H -23.6900 -39.5548 -29.7222 0.03 -0.12 0.06
H -22.0739 -39.7828 -30.4452 -0.11 -0.15 0.00
H -22.7335 -37.2663 -31.5863 0.63 -0.20 0.62
H -24.2756 -37.8552 -31.0682 -0.03 0.17 -0.23
H -23.3490 -38.7244 -32.2595 0.08 -0.42 0.23
H -23.9447 -39.2377 -27.1852 0.16 0.09 -0.46
H -23.2095 -37.7604 -26.4593 0.20 -0.03 -0.09
H -22.7761 -39.4224 -25.9060 -0.09 0.30 0.24
O -22.7889 -35.1404 -19.1133 -0.86 -0.37 0.04
S -24.0862 -35.7229 -18.8866 0.59 -0.07 -0.18
O -24.1973 -36.8932 -18.0459 -0.39 1.06 -0.52
O -24.9531 -34.4648 -18.3129 0.28 -1.23 -0.35
C -26.1200 -34.7144 -17.5177 -1.03 0.09 0.94
C -27.0894 -33.5974 -17.8154 -0.13 0.93 -2.06
C -24.9039 -35.9688 -20.4715 -0.28 0.30 0.42
H -25.8018 -34.6812 -16.4761 -0.02 -0.19 0.03
H -26.6244 -35.6664 -17.6904 0.55 -0.23 -0.29
H -27.1717 -33.5347 -18.9138 0.72 0.15 -0.04
H -26.6860 -32.6363 -17.4989 -0.26 0.02 0.15
H -28.1743 -33.6469 -17.7023 0.21 -0.59 1.44
H -24.3029 -36.5095 -21.1939 0.42 0.01 0.32
H -25.0914 -34.9593 -20.8297 0.14 -0.05 -0.19
H -25.8556 -36.4892 -20.3675 0.04 0.01 0.40
C -18.6984 -31.5778 -23.1849 0.15 0.33 -0.58
C -19.6029 -31.9933 -24.3305 -0.42 -0.51 1.12
O -18.8291 -32.1490 -25.5105 1.25 -0.91 -0.96
C -18.7489 -31.2303 -26.4495 -1.46 0.73 1.17
O -19.4535 -30.2567 -26.4848 0.48 0.15 -0.45
C -17.6971 -31.4978 -27.5323 -0.14 -0.31 -0.03
F -17.2131 -32.7407 -27.4801 -0.01 0.14 -0.11
F -18.2780 -31.3013 -28.7143 0.57 0.16 0.10
F -16.6631 -30.6459 -27.3872 -0.26 -0.11 -0.12
H -18.1260 -30.6814 -23.4355 -0.37 0.27 0.19
H -17.9336 -32.3390 -23.0269 -0.25 -0.20 0.23
H -19.3371 -31.4379 -22.3131 0.34 0.09 0.19
H -20.4974 -31.3842 -24.4589 0.31 0.32 -0.28
H -19.9479 -32.9961 -24.0636 -0.12 -0.01 -0.46
```
Positions in Å, forces in eV/Å.

Output
E = -8641.6918 hartree
HOMO-LUMO gap = 10.60 eV
molecular weight = 1200.1 g mol⁻¹
energy above the lowest of the compared OMol25 structures with the same formula, charge and spin = 36.59 kJ/mol
E_LUMO = 1.69 eV
total charge = -1

Results of the Löwdin charge analysis, in e, for atoms 1 through 5: number 1, As, carries 0.82; number 2, F, carries -0.27; number 3, F, carries -0.26; number 4, F, carries -0.24; number 5, F, carries -0.24

=====

Record 2
This record from the Open Molecules 2025 dataset describes an isolated ion of composition C4H6F3O2 and charge +1 in a non-equilibrium geometry. The level of theory is wB97M-V/def2-TZVPD.

```
15
Properties=species:S:1:pos:R:3:forces:R:3
C 0.6052 0.1361 0.3231 2.88 1.31 0.28
C -0.6699 0.5380 -1.7194 -1.46 2.03 -0.89
C -1.4095 -1.0866 0.7970 -1.51 -0.54 0.82
C 2.0436 0.5827 0.9524 -1.04 -2.40 0.15
O 0.4045 0.7809 -0.7451 -1.58 -1.46 0.76
O 0.0025 -0.7474 0.9649 -1.48 -0.25 0.05
F 2.6298 1.4386 0.2018 0.76 0.48 -1.31
F 1.8479 1.1125 2.1105 -0.62 0.56 1.64
F 2.7563 -0.5532 1.1202 -0.29 0.70 -0.54
H -0.2547 1.2275 -2.4247 -0.91 0.85 -0.71
H -1.7849 0.7108 -1.4723 2.27 0.31 0.31
H -0.6276 -0.3467 -2.2815 0.67 -2.02 0.22
H -1.5813 -2.0843 0.5293 1.16 -2.18 0.29
H -2.0427 -0.9684 1.6978 1.17 0.65 -0.19
H -1.9192 -0.7406 -0.0539 -0.02 1.95 -0.88
```
Positions in Å, forces in eV/Å.

Output
E = -605.7348 hartree
HOMO-LUMO gap = 12.75 eV
molecular weight = 143.1 g mol⁻¹
energy above the lowest of the compared OMol25 structures with the same formula, charge and spin = 0.00 kJ/mol
E_LUMO = -4.96 eV
total charge = +1

Results of the Löwdin charge analysis, in e, for atoms 1 through 5: number 1, C, carries -0.18; number 2, C, carries 0.05; number 3, C, carries 0.06; number 4, C, carries -0.58; number 5, O, carries 0.12

=====

Record 3
This record from the Open Molecules 2025 dataset describes a 2-piece molecular cluster, HN3O4 overall in a non-equilibrium geometry. The level of theory is wB97M-V/def2-TZVPD.

```
8
Properties=species:S:1:pos:R:3:forces:R:3
N -0.8681 0.0391 0.9672 0.92 0.56 0.82
N 0.2012 0.6211 1.2155 -0.23 -0.41 -1.16
N 0.8353 0.7842 3.6701 -2.77 -1.23 -2.34
O -0.9471 -0.8896 -0.0558 -1.49 -0.21 1.15
O -0.1301 0.6613 4.3291 0.02 0.25 1.35
O 1.9362 1.1051 3.6884 2.65 1.00 1.11
O 1.3121 0.7802 0.7108 -0.97 -0.58 0.05
H -0.2765 -0.8729 -0.7070 1.88 0.61 -0.99
```
Positions in Å, forces in eV/Å.

Output
E = -465.5217 hartree
HOMO-LUMO gap (alpha / beta) = 7.57 / 9.95 eV
molecular weight = 107.0 g mol⁻¹
energy above the lowest of the compared OMol25 structures with the same formula, charge and spin = 311.09 kJ/mol
E_LUMO (alpha / beta) = -2.07 / -0.90 eV
total charge = 0

Results of the Löwdin charge analysis, in e, for atoms 1 through 5: number 1, N, carries 0.00; number 2, N, carries -0.14; number 3, N, carries -0.27; number 4, O, carries 0.00; number 5, O, carries 0.13